ORCA calculation (ωB97M-V/def2-TZVPD) on C4H8O3 in the gas phase.

Structure (XYZ):
```
15
Properties=species:S:1:pos:R:3
C 1.736 0.406 -0.950
C 0.283 0.158 -0.638
O -0.435 1.237 -1.212
C 0.018 0.109 0.885
C -1.308 -0.507 1.218
O -2.178 0.048 1.834
O -1.420 -1.783 0.787
H 2.054 1.329 -0.448
H 2.381 -0.387 -0.591
H 1.807 0.592 -2.015
H -0.041 -0.807 -1.037
H -1.373 1.032 -1.277
H 0.062 1.126 1.259
H 0.771 -0.544 1.329
H -2.359 -2.009 0.857
```

Values from the calculation:
SMILES   C[C@H](O)CC(=O)O
Charge   0
Energy relative to the best compared isomer or geometry (same formula, charge and spin)   10.3 kcal/mol
Max |F|   0.84 eV/A

ORCA calculation (ωB97M-V/def2-TZVPD) on 2 unconnected molecules or ions with the total composition C3H6ClP at a distorted geometry.

Structure (XYZ):
```
11
Properties=species:S:1:pos:R:3
C -1.112 0.048 -0.007
C 1.426 0.050 -0.263
C 0.142 -0.639 -0.150
P -1.071 1.722 -0.166
Cl -2.504 -0.951 0.166
H 1.542 0.569 -1.142
H 2.274 -0.646 -0.024
H 1.418 0.862 0.509
H 0.148 -1.644 -0.513
H 0.155 -1.149 1.528
H -2.418 1.777 0.062
```

Values from the calculation:
Charge   0
Energy relative to the best compared isomer or geometry (same formula, charge and spin)   70.8 kcal/mol
Max |F|   5.32 eV/A

ORCA calculation (ωB97M-V/def2-TZVPD) on a molecular structure, C23H34N2O8RhSi4 at a distorted geometry.

Structure (XYZ):
```
72
Properties=species:S:1:pos:R:3
Rh -0.139 1.823 0.491
O 1.833 1.087 4.040
C 1.421 1.456 2.838
O 0.234 1.599 2.584
C 2.447 1.864 1.852
C 3.789 2.060 2.098
C 4.505 2.817 1.173
C 3.821 3.460 0.159
C 2.461 3.212 -0.015
N 1.856 2.292 0.726
C 1.527 4.153 -0.822
O 2.080 4.861 -1.659
O 0.341 4.110 -0.405
H 1.040 0.884 4.566
H 4.247 1.670 2.996
H 5.569 2.967 1.302
H 4.279 4.193 -0.491
O -0.824 1.890 -6.428
C -1.765 1.871 -5.615
O -2.993 1.784 -5.777
C -1.321 1.932 -4.127
C 0.024 1.927 -3.788
C 0.398 1.877 -2.461
N -0.504 1.839 -1.479
C -1.813 1.888 -1.788
C -2.252 1.933 -3.093
C -2.741 1.812 -0.607
O -3.944 1.885 -0.720
O -2.124 1.604 0.531
H 0.758 1.940 -4.582
H 1.439 1.861 -2.164
H -3.309 1.956 -3.316
C -0.189 -1.323 -2.931
Si -1.344 -1.581 -1.462
C -1.331 -3.458 -1.253
C -3.144 -1.199 -1.847
Si -0.529 -0.510 0.557
Si -1.889 -1.179 2.367
C -3.684 -0.663 2.167
C -1.851 -3.064 2.477
C -1.298 -0.587 4.067
Si 1.661 -1.677 1.126
C 2.391 -1.059 -0.535
C 3.072 -1.439 2.372
C 1.466 -3.544 0.992
H -0.705 -0.872 -3.780
H 0.191 -2.299 -3.242
H 0.669 -0.696 -2.706
H -1.633 -3.881 -2.217
H -2.027 -3.821 -0.496
H -0.348 -3.850 -1.024
H -3.269 -1.178 -2.933
H -3.535 -0.263 -1.461
H -3.762 -2.001 -1.436
H -4.155 -1.216 1.350
H -3.756 0.396 1.918
H -4.255 -0.851 3.081
H -2.390 -3.526 1.649
H -2.333 -3.381 3.407
H -0.835 -3.456 2.471
H -1.306 0.501 4.141
H -0.288 -0.961 4.268
H -1.964 -0.992 4.833
H 1.954 -0.106 -0.838
H 2.170 -1.784 -1.323
H 3.480 -0.929 -0.517
H 3.110 -0.480 2.866
H 4.003 -1.579 1.819
H 3.017 -2.193 3.162
H 0.764 -3.805 0.213
H 1.108 -3.988 1.923
H 2.428 -4.009 0.754
```

Values from the calculation:
Charge   -1
Energy relative to the best compared isomer or geometry (same formula, charge and spin)   19.1 kcal/mol
Max |F|   1.81 eV/A

ORCA calculation (ωB97M-V/def2-TZVPD) on a molecular structure, C34H53CsF3GeN5O6Sb2 at a distorted geometry.

Structure (XYZ):
```
105
Properties=species:S:1:pos:R:3
Cs -0.414 0.113 0.004
C 0.563 -0.560 -4.992
C 1.075 -0.454 -3.552
C 1.034 1.005 -3.093
C 2.523 -0.941 -3.511
O 0.329 -1.272 -2.668
Ge -1.489 -1.728 -2.985
O -1.545 -2.280 -1.170
C -2.660 -2.943 -0.600
C -3.749 -1.926 -0.255
C -3.235 -4.014 -1.529
C -2.158 -3.600 0.688
O -2.107 0.051 -2.571
C -3.101 0.780 -3.257
C -3.914 -0.085 -4.223
C -4.047 1.394 -2.220
C -2.447 1.925 -4.038
H 1.217 0.005 -5.664
H -0.449 -0.162 -5.086
H 0.549 -1.604 -5.312
H 1.548 1.657 -3.804
H 1.545 1.103 -2.129
H 0.002 1.333 -2.983
H 3.159 -0.340 -4.166
H 2.580 -1.985 -3.828
H 2.911 -0.857 -2.493
H -3.999 -1.344 -1.143
H -3.393 -1.240 0.518
H -4.652 -2.416 0.119
H -3.711 -3.566 -2.404
H -3.978 -4.615 -0.999
H -2.439 -4.675 -1.882
H -1.675 -2.851 1.320
H -1.434 -4.387 0.458
H -2.982 -4.045 1.252
H -4.379 -0.923 -3.696
H -3.287 -0.497 -5.016
H -4.704 0.518 -4.679
H -4.578 0.618 -1.665
H -4.789 2.041 -2.698
H -3.463 1.991 -1.521
H -1.751 1.540 -4.787
H -1.896 2.569 -3.350
H -3.199 2.533 -4.549
C 3.855 -3.150 -0.876
Sb 1.852 -2.700 -0.186
C 1.007 -4.255 -1.390
C 2.079 -3.977 1.599
C 3.273 -3.644 2.413
C 4.474 -4.304 2.170
C 5.631 -4.032 2.885
C 5.612 -3.076 3.901
C 4.442 -2.417 4.183
C 3.243 -2.662 3.457
C 2.083 -1.962 3.809
Sb 2.152 0.796 2.581
C 4.209 0.923 3.213
C 1.304 1.288 4.487
H 4.603 -2.618 -0.287
H 3.948 -2.854 -1.921
H 4.045 -4.222 -0.801
H 1.304 -5.234 -1.012
H 1.391 -4.121 -2.402
H -0.073 -4.144 -1.416
H 2.164 -5.000 1.228
H 1.151 -3.909 2.169
H 4.499 -5.065 1.397
H 6.543 -4.571 2.658
H 6.509 -2.862 4.469
H 4.412 -1.681 4.979
H 2.108 -1.336 4.693
H 1.128 -2.098 3.323
H 4.292 0.761 4.287
H 4.579 1.921 2.977
H 4.809 0.179 2.691
H 2.085 1.535 5.204
H 0.708 0.452 4.852
H 0.642 2.141 4.345
N -0.696 8.019 0.142
C -0.943 7.043 -0.777
O -0.685 7.177 -1.960
C -1.569 5.797 -0.236
C -2.409 5.791 0.868
C -2.910 4.579 1.316
C -2.541 3.422 0.651
N -1.723 3.413 -0.402
C -1.257 4.578 -0.833
H -0.160 8.800 -0.201
H -0.587 7.787 1.119
H -2.670 6.715 1.368
H -3.570 4.525 2.171
H -2.904 2.458 0.988
H -0.593 4.564 -1.691
F -3.382 1.117 3.364
C -2.481 0.162 3.635
F -3.111 -1.013 3.537
F -2.121 0.313 4.927
C -1.221 0.244 2.721
O -0.642 -0.832 2.509
O -0.928 1.377 2.302
N 2.201 2.832 2.028
C 1.513 3.775 1.882
N 0.859 4.813 1.589
C 0.649 5.812 2.422
N 0.409 6.761 3.042
```

Values from the calculation:
Charge   -1
2S+1   2
⟨S²⟩   0.788
Max |F|   2.45 eV/A

ORCA calculation (ωB97M-V/def2-TZVPD) on 8 unconnected molecules or ions with the total composition C20H56O8 at a distorted geometry.

Structure (XYZ):
```
84
Properties=species:S:1:pos:R:3
C -3.545 1.806 1.777
C -2.097 1.555 1.767
C -1.387 2.535 2.738
O -1.750 0.432 2.130
H -4.103 1.240 1.026
H -3.671 2.804 1.532
H -3.906 1.547 2.717
H -1.683 1.820 0.816
H -0.295 2.672 2.490
H -1.472 2.278 3.789
H -1.829 3.509 2.719
H -2.171 0.301 2.967
C -0.667 4.687 0.080
C -2.171 4.892 0.209
C -2.406 6.391 -0.174
O -2.881 4.167 -0.493
H -0.413 4.961 -0.968
H -0.402 3.604 0.302
H -0.135 5.351 0.751
H -2.520 4.850 1.237
H -3.429 6.513 -0.529
H -1.902 6.712 -1.100
H -2.156 7.009 0.636
H -3.792 4.223 -0.151
C 1.166 -3.112 4.068
C 0.397 -1.888 3.665
C 0.900 -0.565 4.145
O 0.033 -1.814 2.458
H 1.107 -3.301 5.159
H 2.212 -3.142 3.690
H 0.737 -3.991 3.640
H -0.481 -2.049 4.240
H 0.228 0.267 3.851
H 1.811 -0.252 3.614
H 1.081 -0.380 5.192
H -0.508 -1.093 2.347
C -2.883 0.585 -3.220
C -2.161 1.531 -2.349
C -0.801 1.050 -1.889
O -2.043 2.712 -2.801
H -2.339 0.320 -4.138
H -3.811 1.085 -3.521
H -3.268 -0.362 -2.822
H -2.788 1.675 -1.531
H -0.153 0.886 -2.715
H -0.970 0.147 -1.326
H -0.380 1.736 -1.134
H -2.253 3.383 -2.106
C 0.419 -2.264 -1.871
C -0.716 -2.128 -2.973
C -0.114 -1.536 -4.262
O -1.330 -3.151 -3.272
H 1.121 -3.025 -2.247
H 0.088 -2.640 -0.862
H 0.993 -1.357 -1.777
H -1.489 -1.457 -2.592
H 0.588 -2.269 -4.735
H 0.349 -0.563 -4.173
H -0.870 -1.392 -5.048
H -0.748 -3.830 -3.618
C 2.464 -3.229 0.785
C 3.534 -4.209 0.585
C 3.329 -5.296 1.666
O 3.581 -4.764 -0.551
H 1.589 -3.786 1.040
H 2.221 -2.728 -0.147
H 2.693 -2.427 1.562
H 4.486 -3.756 0.887
H 3.323 -4.770 2.616
H 4.138 -6.057 1.710
H 2.370 -5.810 1.687
H 3.860 -4.148 -1.234
C 3.069 -0.746 -3.288
O 3.459 -1.284 -2.052
H 2.599 0.252 -3.254
H 2.316 -1.378 -3.776
H 3.915 -0.699 -3.967
H 3.753 -2.159 -2.223
C 1.645 0.525 0.775
O 2.437 1.196 -0.241
H 0.929 -0.161 0.212
H 0.975 1.224 1.276
H 2.196 -0.056 1.468
H 2.742 0.566 -0.912
```

Values from the calculation:
SMILES   CC(C)O.CC(C)O.CC(C)O.CC(C)O.CC(C)O.CC(C)O.CO.CO
Charge   0
Energy relative to the best compared isomer or geometry (same formula, charge and spin)   159.8 kcal/mol
Max |F|   10.83 eV/A

ORCA calculation (ωB97M-V/def2-TZVPD) on 26 unconnected molecules or ions with the total composition C11H74NO25 at a distorted geometry.

Structure (XYZ):
```
111
Properties=species:S:1:pos:R:3
C 24.978 38.895 53.158
C 26.167 38.020 53.068
C 27.413 38.578 52.293
C 27.194 38.529 50.706
N 27.933 37.482 49.955
C 29.458 37.856 50.019
C 29.969 38.584 48.781
C 28.885 38.191 47.751
C 27.562 37.718 48.532
C 27.697 35.984 50.386
C 26.181 35.459 50.226
C 25.845 34.120 50.835
H 23.962 38.697 53.610
H 24.772 39.142 52.155
H 25.162 39.672 53.614
H 25.946 37.078 52.601
H 26.472 37.684 54.069
H 28.428 38.036 52.553
H 27.402 39.749 52.482
H 27.374 39.472 50.505
H 26.118 38.178 50.712
H 30.115 36.990 50.295
H 29.692 38.512 50.869
H 30.930 38.190 48.630
H 29.938 39.669 48.998
H 29.335 37.302 47.153
H 28.871 39.030 47.164
H 27.127 36.882 47.987
H 26.801 38.210 48.397
H 27.889 35.921 51.379
H 28.226 35.647 49.768
H 25.937 35.284 49.262
H 25.326 36.097 50.710
H 26.441 33.307 50.454
H 24.873 33.899 50.510
H 26.041 34.369 51.991
O 23.802 38.017 48.924
H 24.302 38.787 48.735
H 24.223 37.463 48.186
O 24.852 36.190 46.972
H 25.194 36.704 46.239
H 25.591 35.588 47.085
O 27.717 41.792 55.328
H 27.357 41.908 54.545
H 28.591 42.140 55.030
O 23.303 36.249 55.964
H 22.740 36.695 55.295
H 23.711 36.991 56.330
O 29.787 37.459 54.798
H 29.402 38.033 55.458
H 29.805 37.933 53.881
O 25.288 40.293 48.545
H 24.797 40.890 47.850
H 25.307 40.759 49.363
O 31.039 38.990 53.268
H 31.742 38.975 53.884
H 31.493 38.569 52.450
O 26.420 42.303 52.810
H 25.607 42.372 53.505
H 26.954 43.099 52.830
O 31.154 38.862 44.515
H 30.939 38.415 43.804
H 30.327 39.122 44.806
O 25.330 41.820 50.834
H 25.671 41.882 51.666
H 24.621 42.411 50.629
O 29.089 40.951 45.602
H 29.881 41.231 45.782
H 28.507 41.325 46.261
O 25.762 33.480 47.264
H 25.996 33.237 46.364
H 26.531 33.296 47.811
O 24.316 33.805 54.893
H 23.984 34.550 55.114
H 25.403 34.163 54.903
O 31.717 42.306 49.173
H 31.009 42.789 49.681
H 31.405 42.043 48.137
O 27.789 32.052 48.347
H 28.791 32.144 48.060
H 27.355 31.229 47.889
O 32.589 37.713 51.040
H 32.487 38.577 50.798
H 33.377 37.664 51.596
O 31.265 34.787 49.297
H 32.086 35.077 48.963
H 31.722 34.081 49.907
O 26.422 37.714 56.520
H 25.550 37.478 57.111
H 26.882 36.772 56.377
O 21.738 39.375 51.526
H 21.242 38.701 51.127
H 22.541 39.210 52.031
O 21.692 36.975 53.743
H 20.819 36.772 53.475
H 21.601 38.042 53.912
O 23.029 35.862 52.028
H 22.287 36.111 51.670
H 22.932 36.281 52.997
O 28.311 42.456 50.214
H 27.429 42.278 50.474
H 28.549 43.398 50.000
O 30.924 35.554 52.246
H 31.386 36.292 52.317
H 31.095 35.226 51.423
O 32.093 36.518 46.079
H 32.266 36.564 47.058
H 32.045 37.416 45.607
O 21.808 39.526 54.863
H 22.450 39.624 55.616
H 21.764 40.321 54.397
```

Values from the calculation:
Charge   +1
Energy relative to the best compared isomer or geometry (same formula, charge and spin)   152.4 kcal/mol
Max |F|   13.75 eV/A

no.,E_tot (eV)
1,-10420.55641
2,-25015.68429
3,-78287.88333
4,-134149.47999
5,-38020.28409
6,-65267.21349